1.
Here is 3 unconnected molecules or ions with the total composition C34H47BBr2N5O8S2 at a distorted geometry from the OMol25 dataset. Energies are from ωB97M-V/def2-TZVPD.

Output
Total energy, hartree: -8167.82037
Charge: -1
Largest force on an atom, Eh/bohr: 0.2060
Kohn-Sham gap, eV: 4.76
Spin multiplicity: 1

CARTESIAN COORDINATES (ANGSTROEM)
C -3.167 -3.323 3.360
C -2.566 -2.677 2.124
B -1.257 -1.715 2.388
C -1.925 -0.219 2.438
C -1.401 0.749 3.650
C -1.208 2.266 2.973
S -2.800 2.857 2.097
C -2.240 3.422 0.368
S -1.125 4.731 0.338
N -2.693 2.792 -0.933
C -2.864 1.328 -1.325
C -3.354 1.311 -2.899
N -3.434 2.742 -3.433
C -3.042 3.587 -2.208
O -0.109 -1.770 1.426
C 0.904 -2.831 1.751
C 0.243 -4.037 0.789
O -0.310 -3.430 -0.431
C -0.090 -4.255 -1.626
C 1.351 -4.819 -2.179
C 1.567 -5.702 -3.552
C 3.074 -6.181 -4.051
C 0.256 -6.100 -4.452
C -1.209 -5.560 -3.947
C -1.418 -4.636 -2.570
C -2.951 -4.150 -2.257
C -3.710 -5.057 -1.114
C -3.039 -2.510 -1.965
C 2.399 -2.741 1.093
C 2.537 -1.814 -0.244
O 3.419 -2.243 -1.189
O 1.863 -0.540 -0.526
C 0.719 -2.872 3.348
N 0.534 -4.366 3.690
C 1.753 -5.035 3.586
O 2.901 -5.708 3.815
C 1.587 -2.101 4.458
Br 1.870 -2.893 6.327
C 2.245 -0.746 4.354
C 3.121 -0.063 5.606
Br 2.076 0.354 2.714
O -0.658 -2.323 3.590
H -4.267 -3.092 3.696
H -2.544 -4.103 4.007
H -3.058 -2.891 1.082
H -3.102 -0.349 2.498
H -1.702 0.283 1.379
H -2.320 0.878 4.399
H -0.448 0.376 4.217
H -0.971 3.095 3.765
H -0.410 2.149 2.123
H -2.676 0.397 -0.628
H -3.583 0.314 -3.503
H -3.025 4.765 -2.331
H -0.675 -4.569 1.336
H 1.020 -4.911 0.589
H 2.306 -4.574 -1.549
H 3.004 -7.047 -4.846
H 3.524 -5.242 -4.636
H 3.803 -6.401 -3.161
H 0.306 -6.738 -5.432
H -2.180 -5.831 -4.583
H -3.578 -4.305 -3.262
H -3.928 -4.502 -0.108
H -3.100 -6.049 -0.929
H -4.766 -5.373 -1.553
H -3.705 -2.015 -2.815
H -3.552 -2.251 -0.943
H -1.952 -2.032 -2.042
H 3.109 -2.287 1.938
H 2.881 -3.805 0.846
H 1.264 -0.664 -1.319
H 3.952 -0.816 6.011
H 3.735 0.862 5.171
H 2.439 0.359 6.458
C 2.259 5.113 -0.414
O 2.676 6.264 -0.442
N 3.042 3.979 -0.366
C 2.468 2.650 -0.335
C 4.483 4.120 -0.344
H 1.179 4.891 -0.427
H 2.791 2.147 0.580
H 2.823 2.092 -1.207
H 1.376 2.692 -0.356
H 4.771 4.707 0.533
H 4.802 4.653 -1.245
H 4.966 3.140 -0.306
C -0.555 10.232 -2.697
O 0.056 11.271 -2.481
N -0.161 8.974 -2.293
C -0.943 7.792 -2.590
C 1.072 8.828 -1.548
H -1.505 10.229 -3.255
H -1.232 7.314 -1.650
H -0.332 7.104 -3.181
H -1.844 8.048 -3.154
H 1.005 9.419 -0.629
H 1.900 9.209 -2.152
H 1.250 7.779 -1.299

***

2.
Here is a molecular structure, C34H47BFeN11O2S4 from the OMol25 dataset. Energies are from ωB97M-V/def2-TZVPD.

Output
Energy above the lowest of the compared OMol25 structures with the same formula, charge and spin, kcal/mol: 0.0
Total energy, hartree: -4957.97311
Charge: +1
Largest force on an atom, Eh/bohr: 0.0120
Kohn-Sham gap (alpha / beta), eV: 6.90 / 6.86
Spin multiplicity: 5

CARTESIAN COORDINATES (ANGSTROEM)
Fe 0.015 -0.242 0.206
N 1.531 0.268 -1.447
C 0.861 0.921 -2.570
C 1.514 0.685 -3.941
C 1.816 -0.751 -4.402
C 0.627 -1.705 -4.587
N -0.564 -1.069 -5.149
C -0.581 -0.396 -6.291
N 0.173 -0.779 -7.326
N -1.377 0.670 -6.375
C -0.652 0.630 -2.522
O -1.354 0.957 -3.503
O -1.097 0.095 -1.473
H 2.249 0.846 -1.029
H 1.952 -0.612 -1.719
H 0.906 1.999 -2.395
H 2.473 1.209 -3.929
H 0.904 1.201 -4.683
H 2.508 -1.244 -3.712
H 2.370 -0.661 -5.340
H 0.321 -2.106 -3.620
H 0.912 -2.575 -5.183
H -1.159 -0.617 -4.449
H 0.622 -1.678 -7.316
H 0.219 -0.233 -8.167
H -1.667 1.090 -5.495
H -1.549 1.140 -7.245
C -1.436 1.941 4.625
N -0.448 2.560 3.760
C 0.500 3.487 4.144
C 1.221 3.774 3.041
N 0.723 3.033 1.987
B 1.362 3.030 0.575
N 2.804 2.419 0.728
C 3.974 3.130 0.520
C 5.014 2.366 0.911
N 4.479 1.174 1.362
C 5.225 0.051 1.899
C 3.127 1.219 1.249
S 2.121 -0.080 1.710
C -0.301 2.292 2.446
S -1.341 1.220 1.601
H -1.245 2.260 5.646
H -1.357 0.858 4.555
H -2.440 2.240 4.330
H 0.566 3.854 5.152
H 2.049 4.447 2.910
H 1.525 4.164 0.189
H 0.685 2.385 -0.181
H 3.954 4.127 0.119
H 6.072 2.553 0.916
H 6.285 0.252 1.771
H 4.950 -0.860 1.372
H 4.999 -0.082 2.955
S -0.338 -2.162 2.043
C -0.989 -3.403 1.151
N -1.672 -4.430 1.637
C -2.370 -5.335 0.726
C -2.960 -4.528 -0.403
N -1.885 -3.793 -1.060
C -2.117 -3.362 -2.435
C -1.847 -4.413 -3.481
C -0.698 -5.198 -3.428
C -0.447 -6.135 -4.420
C -1.338 -6.295 -5.473
C -2.485 -5.517 -5.529
C -2.740 -4.584 -4.532
C -0.846 -3.361 -0.364
S 0.572 -2.783 -1.020
C -1.922 -4.613 3.069
C -3.349 -4.275 3.429
C -3.881 -3.039 3.065
C -5.193 -2.728 3.385
C -5.981 -3.643 4.074
C -5.454 -4.872 4.437
C -4.141 -5.188 4.110
H -3.162 -5.825 1.290
H -1.683 -6.097 0.346
H -3.705 -3.822 -0.030
H -3.412 -5.184 -1.147
H -1.498 -2.477 -2.586
H -3.159 -3.037 -2.481
H 0.001 -5.069 -2.610
H 0.445 -6.746 -4.368
H -1.143 -7.031 -6.242
H -3.190 -5.647 -6.339
H -3.643 -3.986 -4.571
H -1.219 -3.987 3.613
H -1.706 -5.656 3.307
H -3.272 -2.320 2.529
H -5.599 -1.767 3.098
H -7.005 -3.398 4.326
H -6.065 -5.588 4.971
H -3.731 -6.152 4.391
C -4.106 1.022 -0.307
C -3.642 -0.343 -0.106
N -3.290 -1.429 0.013
H -4.859 1.030 -1.093
H -3.258 1.642 -0.594
H -4.530 1.413 0.616

***

> Among the records above, which one has the lowest largest force on an atom?

C34H47BFeN11O2S4